No. 1
Computed, not measured: C5H8CrMgO5 as an isolated structure, with ωB97M-V/def2-TZVPD.

Structure (XYZ):
```
20
Properties=species:S:1:pos:R:3:forces:R:3
Cr 0.716 0.920 0.432 -1.0 0.2 0.1
Mg 5.880 -1.604 0.015 -0.2 0.3 -0.2
O 2.562 0.719 0.010 1.7 -0.7 -0.1
O 0.408 -0.415 1.806 -0.2 -0.6 0.7
O -1.217 -0.152 -0.118 0.3 -0.4 0.4
O -0.130 2.057 -0.838 -0.2 0.4 -0.6
O 4.399 -0.416 -0.494 0.9 -0.3 0.5
C 3.185 -0.347 -0.192 -1.1 -0.1 -0.8
C -0.715 -1.161 1.872 0.5 -0.5 -0.4
C -1.469 1.939 -1.140 -0.2 0.3 -0.1
C -1.576 -1.049 0.680 -0.8 0.6 0.7
C -1.886 0.467 -1.257 -0.4 0.1 -0.9
H 2.611 -1.314 -0.242 0.2 0.6 0.4
H -1.734 2.406 -2.109 0.1 -0.1 0.3
H -2.121 2.412 -0.377 0.1 -0.1 -0.1
H -1.417 -0.918 2.710 0.0 0.0 -0.1
H -2.546 -1.547 0.556 0.3 -0.1 -0.1
H -2.962 0.276 -1.188 0.2 0.0 0.0
H -0.550 -2.258 2.007 0.0 0.2 0.1
H -1.436 -0.014 -2.133 -0.1 0.1 0.2
```
Positions in Å, forces in eV/Å.

Net charge   +1
HOMO energy (spin up / spin down)   -10.698 / -12.475 eV
Orbital gap (spin up / spin down)   0.2219 / 0.2881 hartree
Spin multiplicity   6

These are the natural (NBO) partial charges, in e, on atoms 1 to 6:
1. Cr 1.37
2. Mg 0.98
3. O -0.70
4. O -0.85
5. O -0.43
6. O -0.88

No. 2
Computed, not measured: a 5-piece molecular cluster, CH11NO4 overall, with ωB97M-V/def2-TZVPD.

Structure (XYZ):
```
17
Properties=species:S:1:pos:R:3:forces:R:3
O -2.515 -3.574 -0.360 0.0 0.1 0.1
O -0.301 -1.326 -0.080 0.3 -0.1 0.3
O -1.815 1.046 0.400 0.2 -0.1 0.0
O -3.334 -0.841 -0.867 0.0 -0.2 0.0
N 4.350 2.386 1.322 -1.5 -1.0 0.3
C 4.515 2.846 0.170 0.1 -0.1 0.5
H -2.416 0.374 0.012 0.0 0.2 0.1
H -0.331 -0.363 -0.182 -0.3 0.0 0.0
H 5.394 3.378 -0.201 0.1 0.0 -0.1
H -1.957 -3.611 -1.146 0.0 0.0 0.1
H -2.323 1.853 0.504 0.0 0.0 0.0
H 3.664 2.660 -0.490 0.3 0.4 -0.4
H -2.985 -0.863 -1.770 -0.1 -0.1 0.3
H 4.977 2.359 2.107 1.0 0.7 -0.4
H 0.164 -1.432 0.762 -0.1 0.0 -0.2
H -1.945 -3.168 0.305 0.2 -0.1 -0.1
H -3.142 -1.724 -0.486 -0.1 0.3 -0.5
```
Positions in Å, forces in eV/Å.

Net charge   0
HOMO energy   -9.525 eV
SMILES string   C=N.O.O.O.O
ΔE to the lowest compared entry with this formula, charge and spin   29.1 kcal per mole
Orbital gap   0.3755 hartree

These are the natural (NBO) partial charges, in e, on atoms 1 to 6:
1. O -0.95
2. O -0.97
3. O -1.00
4. O -0.97
5. N -0.63
6. C -0.03

No. 3
Computed, not measured: a 13-piece molecular cluster, C39H68O39 overall, with ωB97M-V/def2-TZVPD.

Structure (XYZ):
```
146
Properties=species:S:1:pos:R:3:forces:R:3
O -2.721 -6.323 0.985 1.3 0.5 1.0
O -4.639 0.594 -2.807 -1.8 0.7 -2.2
O 3.865 -3.555 2.699 -0.4 -1.0 2.1
O 3.262 -1.422 4.693 1.2 -1.3 -0.6
O 2.561 6.011 6.330 0.2 0.1 -1.0
O 0.286 5.461 -0.786 -2.0 1.5 0.6
O 1.725 6.046 0.768 0.5 -0.3 0.9
O 0.747 2.196 5.187 -1.8 -0.1 -0.1
O -7.793 -1.863 1.599 1.9 -0.4 -2.7
O 0.444 -6.138 -2.230 0.5 -0.1 -0.8
O 2.160 4.408 -0.730 1.3 -1.4 -0.3
O 2.072 -4.749 3.495 1.5 1.5 -1.5
O 1.764 -1.945 6.295 1.8 -0.3 -0.4
O 0.396 -0.775 -0.341 -0.1 0.2 0.3
O -0.683 1.194 0.127 0.0 0.4 0.6
O -2.074 3.213 -4.202 0.4 0.1 0.1
O -1.434 -7.246 -3.022 3.7 0.1 0.8
O 1.542 1.913 -4.564 -0.2 -0.5 1.9
O -3.427 -4.255 0.261 1.4 -1.5 0.7
O 3.905 1.440 1.396 -0.1 -0.4 -0.3
O 2.086 -3.849 1.429 -0.4 -0.2 -0.4
O 5.697 0.908 0.172 0.7 -1.0 0.3
O 1.864 0.175 -3.353 -1.7 0.7 0.5
O -0.958 1.445 6.490 -0.7 0.6 -0.4
O 2.422 6.894 4.105 0.5 -2.1 3.0
O 4.105 2.110 -0.757 -0.3 -0.4 0.3
O -7.555 -2.761 -0.467 0.8 0.0 -0.7
O -5.839 -1.692 0.476 0.0 -0.7 1.9
O 3.219 0.492 -5.143 -0.7 0.6 0.6
O -1.212 3.817 -6.248 -0.6 -0.2 1.9
O -1.768 5.354 -4.671 -0.8 -2.8 1.4
O -1.380 3.046 5.181 -0.3 0.1 -0.4
O -1.495 -4.646 1.420 0.9 -0.9 0.4
O -6.340 1.736 -3.821 0.2 -0.4 1.0
O -1.665 -0.252 -1.051 -0.7 0.4 -0.8
O 0.471 -8.319 -2.163 -0.4 2.2 -0.1
O 2.734 4.681 4.582 -0.4 1.0 2.1
O 3.948 -2.786 6.278 -0.3 0.7 -0.1
O -5.140 0.280 -4.963 0.2 -0.2 -0.9
C -2.613 -5.007 0.813 -1.5 1.5 -0.2
C 1.420 5.314 -0.108 -0.1 1.3 -1.2
C 5.043 1.896 -1.808 0.3 -0.3 0.2
C -1.070 6.374 -5.314 0.3 -0.2 -1.0
C -3.835 -7.035 0.586 -1.9 -0.2 -1.1
C -1.641 4.063 -5.121 0.4 1.2 -2.0
C 2.511 7.297 7.042 -0.4 -0.4 -1.4
C 4.181 -2.956 1.516 1.8 0.6 -1.8
C 2.645 -4.106 2.635 -1.5 -1.4 1.4
C 3.802 -3.561 7.497 -2.1 0.2 0.2
C 3.002 -3.141 0.629 -0.3 1.3 -0.8
C -1.881 -1.503 -1.622 -0.8 -2.4 -0.1
C 2.576 5.977 4.932 -0.6 1.2 -0.9
C -0.555 -0.027 -0.404 0.9 0.5 0.4
C -0.426 2.208 5.547 2.0 0.0 0.4
C 2.340 -0.676 3.906 -0.1 1.9 1.3
C 6.258 1.341 -1.056 0.0 0.6 -0.3
C -1.103 3.986 4.161 0.5 0.2 -0.8
C 2.883 -2.022 5.805 -1.0 -1.2 1.2
C 0.073 4.459 -1.707 0.2 -1.4 -1.2
C -0.259 -7.223 -2.596 -2.5 -0.8 1.1
C -7.093 -2.069 0.600 -3.4 -0.1 3.8
C 4.509 1.445 0.368 -0.8 1.3 0.0
C 1.771 2.840 -5.567 -0.8 0.7 -1.6
C 1.512 3.953 -1.924 -0.7 -0.6 -0.3
C -6.426 -2.917 -1.371 -0.4 -1.2 0.2
C 2.434 -1.036 -2.909 1.5 -0.6 -0.7
C 0.008 -4.828 -2.665 -0.6 -0.8 -0.8
C -1.917 1.791 -4.428 -0.1 -0.5 -0.4
C 0.313 1.691 1.047 1.5 -1.2 -0.7
C -5.880 1.005 -5.936 -0.7 -0.7 -1.1
C -0.297 0.309 6.962 0.9 -0.6 0.8
C 2.837 4.383 3.219 0.6 0.1 -0.8
C -1.041 -3.315 1.528 -0.2 1.5 -0.4
C 2.301 0.845 -4.428 1.3 -1.6 -0.4
C -5.489 -1.906 -0.837 1.3 1.8 -2.3
C -5.329 0.852 -3.795 1.8 -0.4 3.6
C -6.922 1.770 -5.106 0.9 0.7 -0.9
C -0.234 -9.530 -2.031 -0.5 -1.2 -1.6
H 1.297 1.438 0.654 0.2 0.4 -0.4
H -7.917 1.326 -5.130 0.1 0.0 0.2
H 0.363 1.136 1.983 -0.9 0.3 0.3
H -0.191 5.949 -5.798 0.3 0.3 0.2
H 3.686 -2.957 8.398 0.2 0.5 -0.3
H -0.520 -2.963 0.637 -0.6 -0.1 -0.5
H -0.627 3.720 -1.317 0.3 -0.3 0.3
H 6.730 0.491 -1.548 0.1 0.2 0.1
H -2.866 -1.522 -2.090 0.2 0.6 0.0
H 0.247 -10.267 -1.387 0.2 0.9 0.7
H 2.041 0.105 4.605 -0.7 0.3 -0.4
H -5.197 1.581 -6.560 0.0 0.4 0.4
H -4.033 -6.779 -0.455 0.1 -0.7 -0.3
H -0.910 1.466 -4.690 0.2 0.7 0.1
H -4.464 -2.255 -0.961 -0.1 0.4 0.3
H -0.925 -4.617 -2.143 0.2 0.4 0.0
H 1.697 7.842 6.564 0.6 0.7 -0.1
H 2.901 -0.142 3.139 0.2 -0.5 -0.1
H 3.306 3.402 3.154 0.0 0.1 0.0
H -6.335 0.289 -6.621 -0.1 -0.1 0.2
H 5.010 -3.467 1.025 0.5 0.1 0.5
H 4.686 1.133 -2.500 -0.3 0.3 -0.2
H 2.673 3.448 -5.502 0.2 -0.5 0.2
H -2.553 1.447 -5.244 -0.2 0.2 0.1
H 4.391 -1.890 1.604 0.3 -0.1 0.5
H -0.662 0.184 7.981 -0.3 -0.4 -0.2
H 1.674 2.317 -6.518 0.4 0.3 -0.2
H 4.558 -4.308 7.740 0.6 0.5 -1.1
H -0.836 3.526 3.210 -0.2 -0.5 0.0
H -1.909 -2.292 -0.870 -0.2 0.2 0.4
H 2.211 7.223 8.087 0.1 -1.0 -0.1
H 3.507 -0.860 -2.980 0.2 -0.5 0.5
H 6.957 2.144 -0.824 0.3 -0.2 -0.1
H -4.785 -6.819 1.074 0.2 0.7 0.6
H -5.933 -3.883 -1.270 -0.5 -0.4 0.5
H -6.712 -2.874 -2.422 -0.2 0.6 0.2
H -0.245 -3.130 2.248 -0.3 -1.2 0.6
H 1.990 4.332 -2.828 0.1 0.8 0.2
H -1.181 -1.954 -2.325 0.6 1.1 -0.3
H 1.577 2.878 -2.086 0.0 -0.1 0.8
H 3.464 5.160 2.782 -0.1 -0.2 -0.5
H 0.796 -4.082 -2.572 0.1 -0.4 0.9
H -0.476 -0.547 6.311 -0.1 0.0 0.2
H -0.854 7.090 -4.521 0.1 0.2 -0.5
H -2.026 4.541 3.993 0.3 0.2 0.3
H 2.095 -1.368 -1.928 -0.1 1.1 0.2
H -1.294 -9.381 -1.826 0.2 0.0 0.2
H -0.170 -4.831 -3.741 -0.4 -0.3 0.0
H 0.255 2.775 1.148 -0.5 -0.3 0.0
H 2.698 -2.120 0.397 -1.1 -0.2 -0.2
H -1.875 -2.674 1.813 0.0 0.2 -0.3
H -1.682 6.737 -6.140 0.0 0.6 0.2
H 2.223 -1.911 -3.524 -0.2 0.3 -0.7
H 0.779 0.424 7.095 0.0 0.3 -0.5
H -6.927 2.826 -5.376 -0.5 -0.1 -0.2
H 5.225 2.854 -2.296 0.0 -0.2 -0.1
H 3.270 -3.617 -0.314 -0.4 -0.5 0.2
H -0.418 4.783 -2.625 0.3 0.6 0.1
H 1.875 4.349 2.708 -0.1 0.2 0.2
H 1.451 -1.147 3.487 0.3 -0.7 0.3
H -3.706 -8.095 0.802 0.6 0.1 -0.5
H -5.679 -0.908 -1.232 0.7 -0.1 -1.1
H 3.508 7.738 7.015 -0.3 0.3 -0.3
H 0.902 3.495 -5.500 0.3 0.1 -0.1
H -2.190 1.275 -3.508 -0.2 0.4 0.0
H 2.859 -4.103 7.426 0.0 -0.1 -0.1
H -0.227 4.596 4.381 -0.3 0.3 0.4
H -0.135 -10.037 -2.991 -0.5 0.0 -0.3
```
Positions in Å, forces in eV/Å.

Net charge   0
HOMO energy   -10.195 eV
ΔE to the lowest compared entry with this formula, charge and spin   57.0 kcal per mole
Orbital gap   0.3758 hartree

These are the Mulliken partial charges, in e, on atoms 1 to 6:
1. O -0.36
2. O -0.62
3. O -0.30
4. O -0.36
5. O -0.31
6. O -0.41

What total energy values result from the calculations? In sequence: -49410.055, -10894.762, -121394.448 eV.